DFT (ωB97M-V/def2-TZVPD) results for a structure of composition C26H19N4O4Os.

Computed properties:
**Kohn-Sham gap (spin up / spin down)**: 6.13 / 6.13 eV
**Calculated total energy**: -1612.734247 a.u.
**Total charge**: +1
**Multiplicity**: 1
**Molar mass**: 641.7 g/mol

Each line ends with the natural charge from an NBO analysis.
Geometry (Å):
Os: 0.36620 0.41259 -0.25383  1.342
O: 2.25189 2.73387 -2.92465  -0.487
C: 1.93464 2.07091 -1.97967  0.655
N: 0.62471 1.78785 -1.55977  -0.496
C: -0.43740 2.70189 -1.72274  0.158
C: -0.63334 3.56443 -2.79523  -0.230
C: -1.74279 4.38810 -2.77119  -0.197
C: -2.62745 4.36240 -1.69340  -0.182
C: -2.42510 3.52730 -0.61011  -0.218
C: -1.30542 2.69542 -0.61587  0.119
N: -0.86322 1.84757 0.40559  -0.531
C: -1.48513 1.69793 1.60732  0.621
O: -2.36652 2.38315 2.08204  -0.573
C: -0.94773 0.50336 2.35054  0.135
C: -1.38382 0.21427 3.63019  -0.190
C: -0.86520 -0.89369 4.27608  -0.127
C: 0.07606 -1.67745 3.62005  -0.230
C: 0.46576 -1.33095 2.34273  0.048
N: -0.04204 -0.26099 1.71489  -0.446
C: 2.92375 1.48508 -1.01076  0.106
C: 4.28197 1.63222 -1.17002  -0.178
C: 5.11742 1.12934 -0.18181  -0.125
C: 4.55550 0.51037 0.92182  -0.221
C: 3.17859 0.38828 1.00308  0.080
N: 2.37693 0.86408 0.05021  -0.401
H: 0.05021 3.56357 -3.63024  0.250
H: -1.92954 5.05197 -3.60397  0.229
H: -3.48827 5.01741 -1.69642  0.228
H: -3.09525 3.53204 0.23413  0.258
H: -2.11520 0.87130 4.07914  0.268
H: -1.18706 -1.14648 5.27716  0.242
H: 0.50233 -2.55442 4.08543  0.245
H: 1.17994 -1.92287 1.78550  0.227
H: 4.65270 2.14068 -2.04887  0.264
H: 6.19063 1.22800 -0.26897  0.244
H: 5.17042 0.11933 1.71932  0.245
H: 2.69991 -0.08642 1.84689  0.216
C: -3.38387 -1.63074 -1.08265  -0.706
C: -1.91385 -1.50481 -0.82595  0.631
O: -1.47980 -0.32816 -0.81259  -0.587
C: -1.07815 -2.67003 -0.66290  -0.330
C: -1.67144 -3.95189 -0.59850  -0.113
C: -0.91742 -5.09102 -0.51697  -0.257
C: 0.48075 -4.98149 -0.51380  -0.120
C: 1.09429 -3.75545 -0.57439  -0.311
C: 0.33631 -2.57167 -0.63861  0.481
O: 0.99872 -1.43784 -0.68020  -0.707
H: -3.82960 -0.64044 -1.07379  0.254
H: -3.86473 -2.25556 -0.33162  0.245
H: -3.55187 -2.09533 -2.05599  0.257
H: -2.74832 -4.03574 -0.61816  0.222
H: -1.39033 -6.06093 -0.46681  0.233
H: 1.08782 -5.87626 -0.46274  0.230
H: 2.17239 -3.66408 -0.57889  0.232



DFT (ωB97M-V/def2-TZVPD) results for a structure of composition C26H20Br3GdN3O3 at a distorted geometry.

Computed properties:
**Kohn-Sham gap (spin up / spin down)**: 4.84 / 4.28 eV
**Calculated total energy**: -9880.146112 a.u.
**Total charge**: +1
**Multiplicity**: 8
**Molar mass**: 819.4 g/mol

Each line ends with the Mulliken spin population.
Geometry (Å):
Gd: 16.40538 11.94358 5.85776  6.642
O: 15.05742 17.24212 6.61679  0.000
C: 16.37926 17.19451 6.29304  0.003
C: 16.97788 18.38084 5.94486  0.000
C: 18.33564 18.38527 5.53263  0.000
C: 19.04095 17.20782 5.44008  0.000
C: 18.50183 16.00461 5.93519  -0.001
C: 17.14769 16.00862 6.32874  -0.005
C: 16.47924 14.78004 6.91418  -0.006
O: 17.28679 13.62951 6.76721  0.075
N: 15.07056 14.70399 6.29833  0.016
N: 14.64471 13.41684 6.41126  -0.034
C: 13.39591 13.14436 6.12352  0.025
C: 12.97115 12.29668 5.09519  0.002
Br: 14.24969 11.52766 3.78847  0.004
C: 11.64604 11.99257 4.99725  0.020
C: 10.55081 12.59197 5.75209  0.003
C: 9.62161 11.75464 6.41632  0.006
C: 8.57757 12.27653 7.19218  -0.002
C: 8.50452 13.65492 7.27880  0.005
C: 9.47176 14.53597 6.78561  -0.002
C: 10.41459 14.00995 5.87569  0.007
H: 14.65561 16.37666 6.86352  -0.003
H: 16.44231 19.30888 5.98514  0.000
H: 18.76025 19.39388 5.30461  0.000
H: 20.09743 17.22342 5.04648  0.000
H: 19.16009 15.11416 6.02736  -0.001
H: 16.27235 15.00038 7.98068  0.000
H: 15.15078 14.95866 5.30206  -0.003
H: 12.70324 13.48700 6.87783  0.012
H: 11.40510 11.23118 4.22655  0.000
H: 9.74841 10.69277 6.34357  0.000
H: 7.95064 11.62860 7.79265  0.000
H: 7.61126 14.05562 7.78549  0.000
H: 9.48083 15.61252 7.05912  0.000
H: 11.01749 14.60578 5.17105  -0.001
C: 14.82936 8.37503 6.46318  -0.005
C: 16.23275 8.32189 5.88247  0.018
C: 16.75940 7.05328 5.54146  -0.018
C: 18.10540 6.93806 5.25356  0.022
C: 18.87825 8.10657 5.16001  -0.031
C: 20.33463 8.13702 5.11725  0.078
Br: 21.32845 6.56933 5.45964  0.008
C: 21.09248 9.30560 5.15524  -0.037
C: 20.43376 10.51716 5.15998  0.062
Br: 21.40701 12.13660 5.15894  0.008
C: 18.98913 10.60494 5.05130  0.015
O: 18.36585 11.67845 4.74582  0.097
C: 18.21963 9.41110 5.34483  0.005
N: 16.95454 9.47424 5.86294  0.009
H: 14.45165 7.32122 6.59029  0.000
H: 14.78355 8.92464 7.39474  0.002
H: 14.17591 8.81400 5.70508  0.002
H: 16.10409 6.22486 5.63981  -0.001
H: 18.54800 5.96505 5.01370  0.001
H: 22.18447 9.27609 5.21528  -0.001



DFT (ωB97M-V/def2-TZVPD) results for a structure of composition C26H20BrN2O2PPd at a distorted geometry.

Computed properties:
**Kohn-Sham gap (spin up / spin down)**: 7.43 / 7.61 eV
**Calculated total energy**: -4305.959409 a.u.
**Multiplicity**: 3
**Molar mass**: 609.8 g/mol

Each line ends with the Mulliken spin population.
Geometry (Å):
Pd: -0.81237 0.16716 0.98271  1.133
Br: -2.51289 2.43232 -0.76478  0.015
C: -3.25014 2.19584 0.97588  -0.002
C: -4.38973 2.83494 1.41355  0.004
C: -4.79527 2.56825 2.72017  -0.002
C: -4.05418 1.69206 3.49752  0.002
C: -2.90714 1.12082 2.96388  -0.018
N: -2.52317 1.38285 1.71660  0.081
C: -1.99898 0.16470 3.76256  0.018
O: -2.34530 -0.11253 4.89874  0.016
O: -0.95908 -0.22409 3.16227  0.150
H: -4.93533 3.51081 0.77398  -0.001
H: -5.67950 3.04864 3.11194  -0.001
H: -4.32463 1.44126 4.51034  0.000
C: 3.56345 -4.63121 -1.83197  0.001
C: 2.70819 -4.87249 -0.76995  0.002
C: 1.94729 -3.84303 -0.24734  0.019
C: 2.02530 -2.56179 -0.78745  0.081
C: 2.90585 -2.31789 -1.83502  -0.004
C: 3.66982 -3.35104 -2.35082  0.003
P: 0.89179 -1.29223 -0.07008  0.148
C: 1.56317 0.26354 -0.75744  -0.010
C: 0.78580 1.11965 -1.53541  -0.013
C: 1.26209 2.37380 -1.87798  -0.001
C: 2.50766 2.78997 -1.44044  0.000
C: 3.28709 1.94359 -0.66680  0.008
C: 2.81839 0.68888 -0.32488  0.006
C: -0.64061 -1.57425 -1.03406  0.000
C: -0.77349 -2.09492 -2.31480  0.035
C: -2.04758 -2.30997 -2.81079  -0.012
C: -3.16009 -2.04159 -2.02787  0.019
C: -3.03051 -1.45277 -0.77478  -0.018
C: -1.76209 -1.19274 -0.27968  0.299
H: 4.15563 -5.43545 -2.24339  0.000
H: 2.64652 -5.86155 -0.33929  0.000
H: 1.28919 -4.02083 0.59303  0.000
H: 3.00354 -1.32234 -2.24595  0.002
H: 4.36126 -3.15773 -3.15819  0.000
H: -0.18540 0.79626 -1.88893  0.006
H: 0.65082 3.02227 -2.48735  0.000
H: 2.87359 3.76996 -1.70934  0.000
H: 4.26174 2.26444 -0.32913  0.000
H: 3.41532 0.02913 0.29139  0.000
H: 0.10156 -2.32121 -2.90857  0.003
H: -2.17205 -2.69900 -3.81038  0.000
H: -4.14143 -2.27850 -2.40909  0.003
H: -3.92163 -1.23257 -0.19603  0.004
C: 2.10056 3.74258 2.31546  0.000
C: 1.13415 2.81834 1.80580  -0.001
N: 0.35035 2.09117 1.39161  0.025
H: 1.63686 4.37331 3.07535  0.000
H: 2.47824 4.36678 1.50424  0.000
H: 2.92737 3.18841 2.76090  0.000



DFT (ωB97M-V/def2-TZVPD) results for a structure of composition C26H20BrN4O5W.

Computed properties:
**Kohn-Sham gap**: 4.17 eV
**Calculated total energy**: -4238.198914 a.u.
**Total charge**: +3
**Multiplicity**: 1
**Molar mass**: 732.2 g/mol

Each line ends with the natural charge from an NBO analysis.
Geometry (Å):
W: 0.00749 -0.79809 0.46658  2.332
O: 1.54816 3.82903 -2.27921  -0.620
C: 2.52069 3.51925 -1.42949  0.497
C: 3.59460 4.40514 -1.34301  -0.293
C: 4.62632 4.15661 -0.47209  -0.067
C: 4.63281 3.01567 0.35669  -0.226
C: 3.59318 2.13932 0.29609  -0.129
C: 2.50950 2.36372 -0.59731  -0.287
C: 1.44197 1.43984 -0.65685  0.566
O: 1.45360 0.36457 0.19774  -0.611
N: 0.39070 1.49178 -1.42907  -0.393
N: -0.37447 0.36450 -1.26431  -0.376
C: -1.24254 0.15200 -2.24194  0.238
C: -2.01675 -1.00913 -2.41040  -0.213
C: -2.96037 -1.10545 -3.45448  -0.090
C: -3.63750 -2.28456 -3.65458  -0.176
C: -3.37902 -3.39476 -2.83871  -0.068
C: -2.44595 -3.33960 -1.81342  -0.265
C: -1.78217 -2.14770 -1.60781  0.400
O: -0.86207 -2.02365 -0.62269  -0.630
H: 0.85801 3.15123 -2.31776  0.503
H: 3.58558 5.27902 -1.97984  0.264
H: 5.45331 4.85247 -0.42045  0.253
H: 5.45532 2.84755 1.03651  0.251
H: 3.57953 1.26503 0.93207  0.217
H: -1.29703 0.93427 -2.99364  0.261
H: -3.14297 -0.24713 -4.08894  0.256
H: -4.36598 -2.36533 -4.44952  0.272
H: -3.91379 -4.31902 -3.01555  0.267
H: -2.23967 -4.19996 -1.19116  0.260
O: 2.16486 -0.53310 3.76253  -0.384
C: 1.66234 -1.01753 2.81948  0.753
O: 0.43836 -0.60231 2.29864  -0.690
C: 2.16964 -2.14201 1.97346  0.099
C: 3.24453 -2.92353 2.30629  -0.157
C: 3.61183 -3.94382 1.42886  -0.051
C: 2.88507 -4.13340 0.26028  -0.201
C: 1.81418 -3.30627 -0.01465  0.102
N: 1.45767 -2.32229 0.83320  -0.510
H: 3.77317 -2.73526 3.23201  0.291
H: 4.45411 -4.58364 1.65957  0.278
H: 3.14126 -4.91769 -0.43838  0.280
H: 1.22213 -3.42139 -0.91218  0.237
C: -3.42143 3.40035 1.51589  -0.651
C: -3.14274 1.94107 1.70597  0.008
C: -3.92063 1.13328 2.54514  -0.039
C: -3.64046 -0.21726 2.69373  -0.234
C: -2.57604 -0.74188 2.00246  0.161
Br: -2.05598 -2.54136 2.20867  0.260
N: -1.82466 -0.00104 1.16707  -0.563
C: -2.10585 1.32436 1.03644  0.060
H: -3.97151 3.80394 2.36303  0.262
H: -4.03012 3.55441 0.62265  0.261
H: -2.50250 3.97283 1.39864  0.248
H: -4.74688 1.56894 3.09429  0.270
H: -4.22358 -0.84945 3.34918  0.285
H: -1.46726 1.89742 0.37431  0.232



DFT (ωB97M-V/def2-TZVPD) results for a structure of composition C26H20CaN7OS5Sb.

Computed properties:
**Kohn-Sham gap (spin up / spin down)**: 4.69 / 6.94 eV
**Calculated total energy**: -4370.357727 a.u.
**Total charge**: -1
**Multiplicity**: 2
**Molar mass**: 768.7 g/mol

Each line ends with the Mulliken spin population.
Geometry (Å):
Ca: -0.11454 0.07720 -0.44322  0.001
S: -0.70494 1.71310 4.69415  0.001
Sb: -0.40154 1.04854 2.55488  -0.003
S: 1.67861 0.40265 1.74138  0.001
S: -1.28558 2.38849 0.87833  0.001
S: -2.72727 -3.05303 2.34357  0.000
C: -1.29993 -3.13588 3.28413  0.000
C: -0.62907 -1.95781 3.28604  -0.001
C: -1.25345 -0.94870 2.47806  0.006
C: -2.39501 -1.41913 1.88861  -0.002
C: -3.29460 -0.74989 0.92491  0.000
C: -4.67620 -0.72222 1.11310  0.000
C: -5.47086 -0.10956 0.16488  0.000
C: -4.86714 0.46562 -0.94260  0.000
C: -3.49086 0.41177 -1.03841  0.003
N: -2.70894 -0.18497 -0.13288  -0.005
H: -1.04107 -4.05322 3.79228  0.000
H: 0.29158 -1.78938 3.82920  0.000
H: -5.09667 -1.16448 2.00710  0.000
H: -6.54635 -0.07122 0.29068  0.000
H: -5.44846 0.94982 -1.71612  0.000
H: -2.97656 0.85924 -1.88104  -0.004
S: 2.17435 -3.46656 -7.00002  0.093
N: 2.93457 -2.36461 -6.06016  0.047
C: 2.16864 -2.18333 -5.00531  -0.004
C: 2.43853 -1.29227 -3.89152  0.094
C: 3.59141 -0.53222 -3.81254  -0.058
C: 3.81266 0.30097 -2.72556  0.185
C: 2.83197 0.34988 -1.73148  -0.082
N: 1.70854 -0.34527 -1.76806  0.099
C: 1.47306 -1.19946 -2.83446  0.125
C: 0.29262 -1.97376 -2.84392  0.177
N: -0.60464 -1.85973 -1.78562  0.124
C: -1.66959 -2.64292 -1.78238  -0.090
C: -1.98202 -3.56583 -2.78009  0.192
C: -1.11523 -3.66933 -3.86099  -0.044
C: 0.02335 -2.89212 -3.91493  0.096
C: 0.96829 -2.97789 -5.01687  -0.011
N: 0.85089 -3.74424 -6.07934  0.041
H: 4.31538 -0.61223 -4.61662  -0.008
H: 4.71086 0.89498 -2.63366  0.017
H: 2.96078 0.98310 -0.85824  -0.002
H: -2.33104 -2.54040 -0.93029  -0.004
H: -2.87465 -4.17002 -2.69949  0.017
H: -1.30561 -4.36235 -4.67321  -0.007
N: -0.54577 1.56363 -2.47190  0.000
C: -0.84936 2.65051 -2.72359  0.003
N: -1.13359 3.92013 -2.93670  0.001
C: -0.75455 4.61386 -4.16765  0.000
C: -2.01806 5.02020 -4.89833  0.000
O: -2.87774 5.76955 -4.05076  0.000
C: -3.28224 5.02390 -2.90644  0.000
C: -2.08333 4.63092 -2.07439  0.000
H: -0.13913 3.95854 -4.77954  0.000
H: -0.17459 5.49996 -3.90318  0.000
H: -2.53775 4.12526 -5.25813  0.000
H: -1.77917 5.65545 -5.74874  0.000
H: -3.82298 4.12429 -3.22394  0.000
H: -3.95567 5.65851 -2.33414  0.000
H: -2.35238 3.99651 -1.22932  0.000
H: -1.58980 5.52396 -1.68771  0.000